(1)
The following is a quantum chemistry calculation of a cluster of 2 separate species, C17H36BrN2O9P in total, from the Open Molecules 2025 dataset.

## Properties
Electronic energy = -4371.40557 Eh
ΔE to the lowest compared entry with this formula, charge and spin = 0.0 kcal/mol
Orbital gap = 8.80 eV
SMILES = CCOCCOCCOCN(CCCP(=O)(OCC)OCC)C(=O)OBr.CC(N)=O
LUMO = -0.623 eV

XYZ file:
```
66
Properties=species:S:1:pos:R:3:forces:R:3
C -4.8330 -3.0029 -4.4307 0.11 0.08 -0.08
C -3.9662 -1.7660 -4.2687 0.00 -0.15 0.05
O -3.2762 -1.4812 -5.4818 -0.03 -0.02 0.05
C -1.8741 -1.3799 -5.3409 -0.13 0.01 -0.16
C -1.1868 -2.7373 -5.1943 0.02 0.04 -0.03
O -0.5566 -2.7989 -3.9329 -0.08 -0.02 0.09
C 0.2144 -3.9606 -3.7785 -0.12 -0.02 0.05
C 0.7041 -4.0858 -2.3275 0.08 0.00 -0.07
O 0.5700 -2.8543 -1.6585 0.06 0.02 -0.04
C 1.1812 -2.8843 -0.4001 -0.15 0.15 -0.19
N 0.8473 -1.6438 0.2922 0.15 -0.71 0.44
C 1.8894 -1.2999 1.2905 -0.11 0.25 -0.10
C 3.0501 -0.5831 0.6164 0.07 0.02 0.13
C 2.6517 0.7970 0.0864 0.06 -0.19 -0.18
P 2.2073 1.9402 1.4066 -0.05 -0.11 0.13
O 2.5541 1.4770 2.7639 0.04 0.08 -0.02
O 2.9107 3.3248 1.0198 -0.04 -0.06 0.01
C 3.6117 4.0728 2.0331 0.07 0.18 -0.01
C 4.2125 5.2898 1.3668 -0.17 -0.15 -0.18
O 0.6633 2.1777 1.1413 0.17 0.26 -0.26
C 0.0137 3.3495 1.6946 -0.46 -0.25 0.14
C -1.4379 3.3205 1.2703 0.17 0.10 -0.25
C -0.4242 -1.7338 0.9222 -0.05 -0.02 -0.25
O -1.4026 -1.1498 0.6073 -0.21 0.26 0.03
O -0.3847 -2.6389 1.9747 0.34 0.33 0.18
Br -1.4511 -2.2024 3.3852 -0.15 -0.15 -0.13
H -5.5463 -3.0733 -3.6089 0.00 -0.06 0.00
H -5.3772 -2.9524 -5.3739 -0.08 0.04 0.04
H -4.2211 -3.9059 -4.4493 -0.03 -0.02 0.02
H -3.2486 -1.9182 -3.4570 -0.03 0.06 0.03
H -4.5866 -0.9018 -4.0135 0.03 0.02 -0.02
H -1.6162 -0.7598 -4.4767 0.10 -0.01 -0.02
H -1.5303 -0.8830 -6.2475 0.02 0.05 0.03
H -0.4474 -2.8870 -5.9927 0.04 0.00 0.04
H -1.9402 -3.5302 -5.2914 0.03 -0.01 0.00
H 1.0619 -3.9451 -4.4761 0.01 0.06 0.01
H -0.3951 -4.8415 -4.0216 0.09 -0.06 -0.03
H 1.7604 -4.3879 -2.3354 -0.03 -0.08 0.00
H 0.1457 -4.8684 -1.7983 -0.05 0.07 0.03
H 0.8460 -3.7712 0.1606 0.04 -0.01 0.02
H 2.2710 -2.9350 -0.5001 0.00 0.01 0.02
H 1.4432 -0.6109 2.0102 0.01 -0.07 0.06
H 2.2149 -2.1763 1.8599 0.07 -0.03 -0.10
H 3.8528 -0.4881 1.3495 -0.01 0.04 0.01
H 3.4466 -1.1768 -0.2104 -0.03 -0.02 0.00
H 1.8144 0.6942 -0.6051 -0.05 0.07 0.05
H 3.4781 1.2385 -0.4724 0.00 0.05 0.04
H 2.9091 4.3646 2.8155 0.02 -0.07 0.04
H 4.3811 3.4424 2.4787 -0.05 -0.04 0.02
H 3.4245 5.9587 1.0197 0.03 0.06 0.05
H 4.8613 5.8208 2.0620 -0.01 0.04 -0.01
H 4.7872 4.9830 0.4923 0.11 0.03 0.07
H 0.4838 4.2555 1.3067 0.22 -0.12 0.03
H 0.0835 3.2976 2.7803 0.08 0.19 -0.06
H -1.5047 3.2705 0.1815 0.00 -0.04 0.02
H -1.9680 2.4685 1.6908 0.02 0.03 0.07
H -1.9108 4.2482 1.5915 -0.10 -0.08 0.12
C -0.7804 1.4592 5.6746 -0.09 -0.03 0.05
C -1.7623 2.5180 5.2323 0.11 -0.07 -0.04
N -2.9869 2.4903 5.8200 -0.04 0.04 -0.01
O -1.4730 3.3468 4.3899 -0.11 0.06 0.14
H 0.1063 1.9498 6.0722 0.02 0.00 -0.03
H -0.4770 0.8811 4.8023 0.03 0.02 0.00
H -1.1874 0.7878 6.4301 0.01 -0.01 -0.01
H -3.2381 1.8103 6.5119 0.03 -0.01 0.00
H -3.6625 3.1807 5.5404 0.00 -0.01 0.00
```
Forces are in eV/Å.

(2)
The following is a quantum chemistry calculation of a structure of composition C26H27N6OsPSe at a distorted geometry, from the Open Molecules 2025 dataset.

## Properties
Electronic energy = -4167.36888 Eh
Orbital gap (spin up / spin down) = 3.89 / 3.74 eV
Total charge = +4
LUMO (spin up / spin down) = -15.568 / -15.669 eV

XYZ file:
```
62
Properties=species:S:1:pos:R:3:forces:R:3
Os -0.4783 -0.1527 -0.5868 1.53 -1.22 -0.69
Se -0.2757 -7.4795 -2.9580 0.00 0.96 0.26
N 0.9872 -6.3173 -2.6033 1.41 0.16 0.02
C 0.4847 -5.1332 -2.3497 -0.88 -0.69 -0.14
C 1.2309 -3.9591 -1.9948 -0.25 0.52 0.22
C 2.6321 -3.9044 -1.9585 0.13 0.27 0.13
C 3.2439 -2.7203 -1.5973 -0.28 -0.17 -0.01
C 2.4541 -1.6284 -1.2287 0.64 0.60 0.18
N 1.1285 -1.6715 -1.2429 -1.78 1.83 0.29
C 0.5080 -2.7929 -1.6638 -0.52 -0.79 -0.26
C -0.9304 -2.7349 -1.7868 0.51 -1.42 -0.39
N -1.5280 -1.5342 -1.5714 0.75 0.61 1.10
C -2.8589 -1.4526 -1.6960 -1.75 -0.09 -0.35
C -3.6572 -2.5264 -2.0612 0.19 0.69 0.11
C -3.0644 -3.7567 -2.2957 0.23 0.04 0.02
C -1.6764 -3.8724 -2.1598 0.37 0.48 0.06
C -0.9612 -5.0939 -2.4154 0.81 -0.80 -0.09
N -1.5029 -6.2483 -2.7198 -1.39 0.24 -0.09
H 3.1999 -4.7873 -2.2192 0.08 -0.04 -0.04
H 4.3204 -2.6280 -1.5903 0.03 0.08 0.06
H 2.9082 -0.6932 -0.9252 0.03 -0.03 0.01
H -3.2995 -0.4776 -1.5148 -0.02 -0.07 0.06
H -4.7214 -2.3856 -2.1744 -0.08 0.03 0.04
H -3.6347 -4.6256 -2.5915 -0.13 -0.11 -0.01
N 0.1560 0.6286 1.0971 -0.49 -0.57 -2.52
C 0.2776 0.5663 2.2654 0.33 -0.11 3.16
N 0.4510 0.5073 3.5280 -0.33 0.09 -2.06
C -0.3624 1.2838 4.4586 -1.19 0.91 1.08
C 0.5119 1.9400 5.5220 0.18 0.67 -0.10
C 1.3936 0.9424 6.2608 0.86 0.18 0.75
C 1.3742 -0.4329 5.6212 -0.58 -0.32 0.18
C 1.4748 -0.3752 4.1040 1.48 -1.04 0.49
H -1.0720 0.5980 4.9422 0.15 -0.05 -0.25
H -0.9390 2.0322 3.9126 0.06 -0.13 -0.10
H -0.1306 2.4699 6.2329 -0.15 -0.15 -0.29
H 1.1168 2.7244 5.0493 -0.09 -0.17 0.00
H 1.1135 0.8658 7.3207 -0.12 -0.10 -0.38
H 2.4254 1.3216 6.3049 -0.25 -0.10 -0.18
H 0.4531 -0.9591 5.9038 0.16 -0.02 -0.08
H 2.1987 -1.0436 5.9969 -0.05 0.02 -0.18
H 1.3740 -1.3775 3.6706 -0.10 0.21 -0.02
H 2.4652 0.0075 3.8282 -0.18 0.12 -0.12
C -2.7095 2.2323 -2.2831 -0.28 -0.76 0.54
P -0.9812 1.6913 -2.0503 1.07 1.66 -1.27
C -0.4240 1.2087 -3.7141 -0.04 -0.41 0.32
C -0.1004 3.2227 -1.5858 -0.28 -0.99 0.59
C -0.4275 3.7981 -0.3491 -0.10 -0.06 0.10
C 0.0694 5.0373 0.0070 0.03 -0.44 0.12
C 0.9383 5.6922 -0.8546 0.04 0.06 -0.11
C 1.2389 5.1407 -2.0945 -0.03 -0.12 -0.26
C 0.7640 3.8833 -2.4527 0.15 0.30 -0.26
H -3.2234 2.4304 -1.3440 -0.03 0.07 0.06
H -3.2708 1.4964 -2.8577 -0.01 -0.09 0.02
H -2.6819 3.1605 -2.8595 0.33 0.01 0.04
H -0.4706 2.0690 -4.3854 -0.05 0.10 0.15
H -1.0890 0.4428 -4.1160 0.01 -0.04 0.03
H 0.5952 0.8241 -3.6803 0.02 0.06 -0.06
H -1.0664 3.2501 0.3299 -0.22 0.12 0.16
H -0.1890 5.4787 0.9555 -0.06 0.04 0.12
H 1.3894 6.6287 -0.5527 -0.11 0.09 -0.11
H 1.8170 5.7127 -2.8084 0.19 -0.12 0.06
H 1.0280 3.4770 -3.4165 0.06 -0.02 -0.09
```
Forces are in eV/Å.

(3)
The following is a quantum chemistry calculation of a structure of composition C34H36MoN6OPSi at a distorted geometry, from the Open Molecules 2025 dataset.

## Properties
2S+1 = 3
Electronic energy = -2419.06777 Eh
ΔE to the lowest compared entry with this formula, charge and spin = 0.0 kcal/mol
Orbital gap (spin up / spin down) = 6.35 / 6.80 eV
Total charge = +3
LUMO (spin up / spin down) = -10.437 / -9.975 eV

XYZ file:
```
80
Properties=species:S:1:pos:R:3:forces:R:3
Mo 0.8113 0.0271 0.1884 0.22 -0.97 0.30
C 0.1703 2.2110 3.3093 -0.10 0.19 0.09
Si 1.2341 0.7115 3.3934 -0.08 0.02 -0.22
C 2.9135 1.0138 2.6852 0.19 0.03 -0.12
C 1.3085 -0.0673 5.0525 0.02 -0.26 0.10
N 0.4972 -0.4029 2.0612 -0.11 0.10 0.18
C -0.3199 -1.4886 2.3398 0.07 0.30 0.10
C -1.0061 -1.7160 3.5463 0.04 0.00 -0.02
C -1.8067 -2.8301 3.6699 -0.01 -0.04 -0.07
C -1.9421 -3.7275 2.6083 -0.01 -0.02 0.00
C -1.2930 -3.5180 1.3923 -0.13 -0.06 0.11
C -0.5054 -2.4024 1.2989 0.12 0.08 -0.29
O 0.1832 -2.0095 0.1295 -0.18 0.17 -0.05
C 0.3672 -2.9862 -0.9257 0.06 0.18 0.36
C -0.1231 -2.6994 -2.1750 -0.02 -0.02 -0.12
C 0.1061 -3.6309 -3.1855 0.00 0.00 0.01
C 0.7928 -4.8045 -2.9119 0.00 0.02 0.03
C 1.2595 -5.0627 -1.6256 0.00 0.00 0.00
C 1.0511 -4.1422 -0.6078 0.05 -0.15 -0.05
H 0.2424 2.7884 4.2349 0.03 -0.01 -0.03
H -0.8781 1.9344 3.1807 0.00 0.02 0.05
H 0.4744 2.8705 2.4925 -0.10 0.00 -0.02
H 3.5025 1.5810 3.4124 -0.03 0.01 -0.02
H 2.9014 1.6206 1.7731 0.03 -0.02 -0.02
H 3.4486 0.0835 2.4844 0.03 0.03 0.03
H 2.1536 0.3983 5.5685 -0.03 -0.01 0.04
H 1.4923 -1.1427 5.0339 0.03 0.02 0.04
H 0.4146 0.1300 5.6451 0.03 -0.02 0.03
H -0.9334 -1.0099 4.3598 0.02 -0.01 -0.02
H -2.3418 -3.0057 4.5928 0.00 -0.01 -0.01
H -2.5705 -4.6009 2.7225 0.00 0.01 0.00
H -1.4153 -4.2060 0.5681 0.01 -0.01 0.00
H -0.6846 -1.7957 -2.3605 0.00 0.01 -0.02
H -0.2711 -3.4414 -4.1816 0.00 0.00 0.01
H 0.9591 -5.5284 -3.6982 0.00 0.01 0.01
H 1.7864 -5.9827 -1.4107 0.00 0.00 -0.01
H 1.4043 -4.3296 0.3990 -0.01 0.01 0.00
N 6.0207 0.3469 -0.8614 -0.21 0.05 -0.24
N 4.8456 -0.3121 -0.6936 0.22 -0.15 -0.03
N 4.7292 -1.5915 -0.9960 -0.21 0.15 0.10
C 3.4408 -1.7968 -0.7817 0.09 -0.14 -0.09
N 2.8291 -0.6795 -0.3669 0.19 0.33 0.00
N 3.7690 0.2818 -0.3293 -0.26 -0.16 0.02
H 6.7841 -0.3155 -0.9105 0.11 0.04 0.10
H 6.1123 1.1105 -0.2060 0.16 -0.03 0.10
H 2.9599 -2.7472 -0.9370 0.01 0.02 0.01
C -1.9854 5.8813 -0.2612 0.00 0.01 -0.03
C -2.0292 5.1332 0.9070 0.01 -0.06 -0.01
C -1.7583 3.7730 0.8688 -0.11 0.02 0.03
C -1.4367 3.1659 -0.3444 0.08 -0.04 0.10
C -1.4027 3.9187 -1.5229 0.05 0.07 0.02
C -1.6782 5.2747 -1.4743 0.00 0.01 0.02
P -1.2135 1.3847 -0.4634 -0.04 -0.09 -0.29
C -0.0572 1.1961 -1.8521 -0.11 0.41 -0.07
C 1.2180 1.7090 -1.5404 -0.01 0.24 -0.16
C 2.2102 1.7973 -2.5181 0.03 -0.09 0.00
C 1.9369 1.3290 -3.7908 -0.02 -0.02 -0.03
C 0.6858 0.7845 -4.0967 0.03 -0.01 0.01
C -0.3099 0.7134 -3.1370 -0.02 -0.13 -0.03
C -2.7816 0.6042 -0.8161 -0.10 -0.02 0.10
C -2.9103 -0.7870 -0.7858 -0.02 -0.01 -0.03
C -4.1285 -1.3788 -1.0674 0.01 0.05 0.00
C -5.2303 -0.5820 -1.3599 -0.02 -0.02 -0.01
C -5.1138 0.8005 -1.3698 0.03 0.02 0.00
C -3.8938 1.4016 -1.0944 -0.03 -0.01 -0.06
H -2.1983 6.9416 -0.2301 0.00 -0.01 0.00
H -2.2805 5.6050 1.8473 0.00 0.00 -0.01
H -1.8255 3.1959 1.7799 -0.01 -0.01 -0.04
H -1.1720 3.4593 -2.4758 0.00 -0.02 0.00
H -1.6562 5.8590 -2.3844 0.00 0.00 0.01
H 1.3564 2.2733 -0.5985 0.03 -0.01 0.04
H 3.1662 2.2483 -2.2896 0.00 0.00 0.01
H 2.6914 1.4029 -4.5632 -0.01 0.00 0.00
H 0.4846 0.4435 -5.1044 0.01 0.01 0.01
H -1.2941 0.3317 -3.3853 0.00 0.02 0.00
H -2.0652 -1.4138 -0.5416 0.03 -0.01 0.03
H -4.2262 -2.4564 -1.0504 0.00 0.01 0.00
H -6.1859 -1.0431 -1.5720 0.00 0.01 0.00
H -5.9747 1.4170 -1.5905 0.00 -0.01 0.00
H -3.8158 2.4807 -1.1005 0.01 -0.01 0.01
```
Forces are in eV/Å.

(4)
The following is a quantum chemistry calculation of the ion C3H8NO2 with charge -1 at a distorted geometry, from the Open Molecules 2025 dataset.

## Properties
Electronic energy = -324.29401 Eh
ΔE to the lowest compared entry with this formula, charge and spin = 76.2 kcal/mol
Orbital gap = 6.30 eV
SMILES = N[C@@H](C[O-])CO
Total charge = -1
LUMO = 3.941 eV

XYZ file:
```
14
Properties=species:S:1:pos:R:3:forces:R:3
N -0.7023 0.4153 1.5392 0.34 1.41 -0.95
C 0.1381 -0.1431 0.4743 -1.97 -2.64 -1.74
C -0.7454 -1.4138 -0.2126 1.25 -0.34 0.30
O -0.3815 -1.7349 -1.4403 -0.20 0.41 -0.79
C 0.4937 0.6833 -0.7341 2.44 0.82 0.99
O 1.5415 1.6633 -0.3579 -0.43 1.17 0.19
H -0.4880 1.4194 1.5270 0.22 -0.15 0.62
H -1.6296 0.4545 1.1016 -0.06 -0.44 0.32
H 0.9935 -0.7014 0.8304 0.52 0.43 0.40
H -0.5750 -2.3678 0.3884 -0.53 1.01 0.80
H -1.7932 -1.0203 -0.0562 -0.14 -0.30 -0.12
H 0.9645 0.0847 -1.5101 -0.74 -0.45 0.02
H -0.2419 1.3515 -1.1585 -0.74 -0.31 0.04
H 2.4257 1.3093 -0.3912 0.04 -0.62 -0.08
```
Forces are in eV/Å.